# 1
Molecular formula: C10H10N2
Method: DFT, ωB97M-V/def2-TZVPD

```
22
Properties=species:S:1:pos:R:3:forces:R:3
N -1.64298 -3.51811 3.08097 -0.7736 1.9345 0.1921
C -0.68288 -2.49181 3.00902 -1.6808 -3.6170 -0.9647
C -0.97024 -1.25631 2.54929 -1.0055 1.4603 0.4138
C -2.32041 -0.89263 2.34030 0.9019 -0.7048 -0.3891
C -3.26993 -1.89913 2.31086 -0.1133 -0.1861 0.6892
C -2.93628 -3.18886 2.77322 2.7892 0.6920 -0.4604
H 0.31411 -2.89763 3.09685 0.2015 0.3485 0.3672
H -0.19942 -0.51659 2.39106 0.1186 0.0539 0.2075
H -2.51294 0.15410 2.15680 -0.3904 -0.0716 -0.3837
H -4.27814 -1.73971 1.95800 -0.1447 0.2911 0.2344
H -3.68526 -3.96663 2.79568 0.1016 -0.1935 0.0901
N 1.48988 3.42761 -3.22344 0.2656 -0.9912 0.0088
C 0.68032 2.60863 -2.53186 0.7457 0.3279 -0.1095
C 1.11971 1.44296 -1.91730 -0.4764 0.1667 0.4889
C 2.42535 1.05710 -2.03066 0.3141 -0.2639 -0.7956
C 3.24213 1.80673 -2.87544 0.2821 -0.4364 0.5698
C 2.76056 2.97687 -3.40172 -1.2059 0.4272 -0.1575
H -0.36577 2.85519 -2.42551 -0.0632 0.4460 -0.1400
H 0.44597 0.86521 -1.30194 -0.1981 -0.0363 -0.0740
H 2.73042 0.12264 -1.58333 0.3156 0.0485 0.0775
H 4.25175 1.50591 -3.11329 0.0815 -0.0587 0.1033
H 3.40413 3.54450 -4.05746 -0.0655 0.3627 0.0318
```
Positions in Å, forces in eV/Å.

Properties
Structure (SMILES) = c1ccncc1.c1ccncc1
Largest force on an atom = 0.0798 Eh/bohr
E_HOMO = -9.86 eV
Gap between HOMO and LUMO = 10.46 eV
E_tot = -13511.292 eV

***

# 2
Molecular formula: C10H10N2
Method: DFT, ωB97M-V/def2-TZVPD

```
22
Properties=species:S:1:pos:R:3:forces:R:3
C 2.94352 -0.82117 -0.36644 0.4101 -1.5156 0.8562
C 1.41284 -0.52961 -0.34509 1.8996 0.6505 0.3382
C -0.18061 0.45597 0.99208 0.5421 -0.2115 0.9275
C -0.58522 0.82617 2.31431 1.3135 -0.5550 0.4478
C -1.86638 1.21468 2.53336 -3.1899 -0.2563 -0.8162
C -2.88975 1.06736 1.46482 1.7201 1.6454 -0.9054
C -2.48786 0.81909 0.15610 -1.0897 -0.5589 1.0179
C -1.10967 0.50987 -0.04019 -0.3804 -1.1065 -1.0221
C 0.44109 -0.52614 -1.38193 -0.4444 -0.4490 0.4631
C 0.83080 -1.11736 -2.66176 -3.0964 2.7387 -1.2714
H 3.23111 -1.92598 -0.57121 -0.5347 1.8765 -0.2612
H 3.24561 -0.69006 0.73683 -0.3848 0.0309 -1.8330
H 3.53732 -0.09506 -0.98649 -0.6718 -0.8853 0.3674
H 0.18714 0.63364 3.10998 -0.9701 0.7192 -0.7541
H -2.36752 1.56115 3.45996 1.2077 -0.4449 -0.2275
H -3.91811 1.44330 1.56543 0.4627 -0.5602 0.5985
H -3.28814 0.66035 -0.64658 1.6570 0.4374 0.9936
H -0.04621 -0.78172 -3.31040 1.2898 -0.8429 0.2572
H 1.65045 -0.49687 -2.91312 1.4682 -0.2990 -1.0351
H 0.89869 -2.15586 -2.65183 0.7338 -1.6611 -0.1105
N 1.11562 -0.03302 0.79267 -2.4307 1.2693 2.1048
N -0.75473 -0.01873 -1.25050 0.4881 -0.0216 -0.1357
```
Positions in Å, forces in eV/Å.

Properties
Structure (SMILES) = Cc1nc2ccccc2nc1C
Largest force on an atom = 0.0841 Eh/bohr
E_HOMO = -9.02 eV
Gap between HOMO and LUMO = 9.24 eV
E_tot = -13511.314 eV

***

# 3
Molecular formula: C10H10N2O2
Method: DFT, ωB97M-V/def2-TZVPD

```
24
Properties=species:S:1:pos:R:3:forces:R:3
C -1.93434 -0.31765 -1.99801 -4.6083 -1.1063 -0.8349
C -0.82470 -0.28844 0.08665 -0.7828 1.5908 -1.3065
C -1.57446 0.54594 0.92721 -0.1440 -2.1926 -0.3952
C -0.82949 1.43187 1.72708 0.4454 1.5985 1.0401
C 0.53466 1.52027 1.87148 5.5606 1.0649 -1.1974
C 1.36875 0.69077 1.01445 -4.1113 0.6104 1.0798
C 0.60591 -0.00008 0.07214 -0.7582 -3.0936 0.0333
C 1.28142 -1.11742 -0.51308 2.4648 -1.7940 -1.1144
C 2.14569 -2.07406 0.07374 -4.0432 3.8627 3.3993
C 2.27218 -2.16798 -2.11160 2.1566 -4.4643 2.0627
H -3.10483 -0.67593 -2.50741 3.7873 0.0548 1.0540
H -2.41047 0.62624 -1.63144 1.6509 -0.3212 -0.0855
H -1.08465 -0.39347 -2.63302 -0.0952 1.3851 -1.7254
H -2.68587 0.45550 1.10254 1.3944 0.2882 -0.4305
H -0.96816 3.07328 2.86315 0.5169 0.6268 0.1139
H -2.05849 3.04277 1.31043 1.7037 -1.8711 4.7985
H 1.40585 2.50258 2.31538 -3.7886 -2.9271 -0.6362
H 2.40107 0.45322 1.20925 0.2430 0.4719 -0.5050
H 2.04362 -2.04413 1.44176 1.0176 -0.8360 -4.6960
H 2.34858 -2.37497 -3.22899 0.7574 -0.5710 2.0294
N -1.56080 2.41617 2.40630 -3.8091 2.0556 -4.6279
N 2.70089 -2.77786 -0.86105 1.4640 -0.5688 -5.6263
O -1.46263 -1.23016 -1.01967 0.9815 2.8219 4.6770
O 1.39028 -1.29645 -1.91728 -2.0033 3.3145 2.8932
```
Positions in Å, forces in eV/Å.

Properties
Largest force on an atom = 0.1273 Eh/bohr
E_HOMO = -8.07 eV
Gap between HOMO and LUMO = 8.19 eV
E_tot = -17598.273 eV

***

# 4
Molecular formula: C10H10N2OS
Method: DFT, ωB97M-V/def2-TZVPD

```
24
Properties=species:S:1:pos:R:3:forces:R:3
C 1.08604 2.25982 -0.34088 3.5009 -1.7840 1.5673
C 2.30566 -1.83494 -0.03591 -1.7829 -3.3318 -1.4945
C 3.56539 -1.75696 0.40879 3.3283 -0.1609 0.3045
C 1.63740 -0.61511 -0.22563 1.9655 1.8835 0.7483
C 2.48588 0.43188 0.18887 -0.6884 -1.3475 -1.0194
C 0.40253 -0.18419 -0.90764 -1.1294 -0.6202 1.2816
C -1.09731 1.89814 -0.52556 -2.4278 -2.3804 0.6691
C -0.64296 0.50059 0.01262 -1.4263 0.5121 -2.6053
C -3.03724 -0.26068 0.80998 -3.3791 0.7687 0.0358
C -1.75162 -0.56249 0.10557 -0.4530 1.8579 0.0588
N 2.12395 1.73681 0.15131 -2.3548 2.9881 -0.5634
N 0.05548 2.73766 -0.72615 -0.3303 0.7568 -0.5013
O 0.09316 -0.48680 -2.02272 0.1918 -0.1852 -1.0470
S 4.04058 -0.13398 0.65759 -0.5580 0.9104 0.1297
H 1.81157 -2.82359 -0.31090 0.8074 1.4128 0.3637
H 4.53237 -2.38310 0.45461 -2.4887 0.1710 0.0401
H -1.61089 1.58127 -1.44817 0.4988 0.9163 -0.3077
H -1.97018 2.27369 0.11725 1.6821 0.1357 -0.6429
H -0.21595 0.60421 0.94032 0.9640 0.3344 2.4550
H -3.60605 -1.22192 0.84499 0.4857 0.4977 0.2820
H -3.80919 0.35652 0.15828 1.8093 -0.6792 1.2683
H -3.05788 0.14538 1.86279 0.4335 -0.2565 -1.1730
H -2.08309 -0.98048 -0.81989 0.5056 -0.0825 -0.9917
H -1.25765 -1.28176 0.65047 0.8456 -2.3173 1.1421
```
Positions in Å, forces in eV/Å.

Properties
Largest force on an atom = 0.0823 Eh/bohr
E_HOMO = -8.30 eV
Gap between HOMO and LUMO = 8.74 eV
E_tot = -26392.024 eV

***

# 5
Molecular formula: C10H10N3O2
Method: DFT, ωB97M-V/def2-TZVPD

```
25
Properties=species:S:1:pos:R:3:forces:R:3
C -3.27884 -0.29662 -0.40197 -1.0310 -1.4861 -1.9920
C -3.14097 1.10424 -0.41911 1.5405 0.1671 0.3569
C -2.28389 -1.14115 -0.08851 -2.2399 0.0577 0.7057
C -2.02809 1.69550 0.03241 -0.3060 0.8709 0.3670
C -0.95142 -0.59620 0.21258 1.0422 0.6976 -0.7617
C -0.86506 0.99248 0.51888 -0.4470 -1.5745 -0.0173
C -0.26769 -0.52282 -1.21302 -0.0988 0.5700 -0.8058
C 1.94952 0.05574 -0.52444 -1.4763 -3.1336 2.7582
C -0.07967 -1.55211 0.96556 1.6734 -0.1256 -1.0033
C 3.84927 1.08877 0.31271 0.6593 -1.4814 1.1923
N 0.90003 -0.08547 -1.34267 0.5680 0.2575 -1.5359
N 2.14069 -0.91322 0.41434 2.4113 2.2324 -1.6513
N 1.22742 -1.72554 0.87495 -3.7296 4.5062 -1.9096
O 0.15908 1.46176 0.93026 0.1336 0.0089 0.3326
O 2.85431 0.93975 -0.69619 -1.2058 0.5105 -1.1405
H -4.19045 -0.62624 -0.96451 0.7262 -0.3219 1.2716
H -3.90903 1.67985 -0.85008 -0.9291 0.7446 -0.1374
H -2.59486 -2.18915 -0.08914 0.9710 0.0311 -0.0422
H -2.04997 2.75712 0.14780 0.4512 0.6098 -0.1051
H -0.85926 -0.73295 -2.16551 0.6171 -0.0697 1.5286
H -0.51897 -2.34360 1.47748 -1.0088 -1.2027 0.8605
H 4.17412 -0.00488 0.57091 -0.2750 2.4792 0.0591
H 3.41600 1.70483 1.16149 0.6334 -1.0334 -0.8926
H 4.62638 1.62262 -0.21415 0.2884 0.1144 0.2676
H 1.72133 -2.37270 1.34993 1.0316 -3.4292 2.2947
```
Positions in Å, forces in eV/Å.

Properties
Structure (SMILES) = COC1=N[NH+]=C[C@]2(C=CC=CC2=O)C=N1
Largest force on an atom = 0.1197 Eh/bohr
Charge = +1
E_HOMO = -13.02 eV
Gap between HOMO and LUMO = 8.37 eV
E_tot = -19086.187 eV

***

# 6
Molecular formula: C10H10N4O
Method: DFT, ωB97M-V/def2-TZVPD

```
25
Properties=species:S:1:pos:R:3:forces:R:3
C 1.82683 -1.37555 -2.51152 1.4788 0.1444 0.1941
C 0.67740 -2.15937 -2.79711 4.9252 0.4206 -2.5045
C 1.82102 -0.35361 -1.53531 -1.2288 -1.1801 0.2158
C -0.43480 -2.00706 -2.10281 -5.8656 -1.7352 -0.3338
C 0.55680 -0.24249 -0.93775 1.6780 2.0095 1.3209
C -0.56384 -1.00154 -1.20632 1.7713 2.1435 1.4916
C -1.11435 0.53881 0.38034 -3.0955 0.0080 -1.5071
C 1.11211 1.26158 1.09196 -0.3660 0.2043 0.2530
C 0.21991 -0.51359 2.28734 0.3300 0.1642 0.0405
C -1.90638 2.31657 1.79321 -1.8537 -1.8590 -2.9840
N 0.19755 0.74481 0.08105 0.7359 0.3845 -1.2933
N -0.52492 -1.46003 2.33024 -0.7882 -0.7604 0.0420
N 1.08222 0.33468 2.16957 0.2019 -0.0173 1.9998
N -2.09726 1.07748 0.97937 1.6187 0.7768 1.3046
O -1.57177 -0.49811 -0.45115 -0.5511 -1.1372 -0.2325
H 2.80287 -1.63401 -3.01422 -1.3103 0.4385 0.3799
H 0.86341 -2.74677 -3.72791 -0.9215 -0.1295 1.2418
H 2.67433 0.23682 -1.13828 -0.6101 -0.5910 -0.8018
H -1.37757 -2.59559 -2.36249 1.4181 0.6776 0.3675
H 0.93211 2.31482 1.49593 -0.2770 -1.4177 -0.9270
H 2.12556 1.26941 0.75011 0.4710 0.0864 -0.7669
H -2.34796 3.08823 1.19693 -0.0028 0.8456 -0.2118
H -2.46037 2.24022 2.65594 -1.5113 -0.3232 1.9646
H -0.96076 2.52850 2.08409 3.0963 0.7634 0.5783
H -1.53215 -1.36420 2.48877 0.6565 0.0832 0.1683
```
Positions in Å, forces in eV/Å.

Properties
Structure (SMILES) = C/N=c1/oc2ccccc2n1CN=C=N
Largest force on an atom = 0.1191 Eh/bohr
E_HOMO = -8.08 eV
Gap between HOMO and LUMO = 8.84 eV
E_tot = -18537.392 eV

***

# 7
Molecular formula: C10H10NO3
Method: DFT, ωB97M-V/def2-TZVPD

```
24
Properties=species:S:1:pos:R:3:forces:R:3
C 3.37442 0.72887 0.16864 2.9352 0.9836 -0.4568
C 3.90495 -0.47792 -0.25613 -1.9989 -1.4052 -0.0984
C 2.00531 0.94941 0.30751 -0.4483 1.7728 0.9762
C 3.07000 -1.58934 -0.46150 -1.8028 3.5382 1.8153
C 1.33955 -0.19285 0.18663 -0.8524 -1.0498 -0.0257
C 1.73294 -1.46741 -0.16987 -2.8826 1.1320 -0.2467
C -0.52554 -2.11624 -0.04804 -0.9107 -0.4802 0.4668
C -1.28328 -0.11960 -1.13991 2.2521 0.2415 -0.8740
C -2.46798 0.71640 -1.30560 0.8223 1.0557 -0.9971
C -1.84965 -0.65570 1.22992 -0.1840 3.8949 4.0343
N -0.92926 -0.70126 0.15622 2.3836 -0.9958 -1.3181
O -1.31540 -2.97367 0.16185 0.1745 0.0416 -0.2943
O -0.41831 -0.25675 -1.97321 -0.9387 -0.0639 0.0505
O 0.73226 -2.40397 -0.39409 1.6130 0.2977 0.0563
H 4.10739 1.59618 0.34673 -1.4856 -1.3046 -0.2539
H 4.88183 -0.75118 -0.51255 1.7134 0.7695 0.0413
H 1.72708 1.97901 0.60442 -0.3925 -1.0081 -0.2458
H 3.28582 -2.49245 -0.80719 1.8018 -3.7009 -1.5587
H -2.39440 1.22057 -2.30672 0.1318 0.1781 1.4567
H -3.34763 0.20287 -1.37710 -2.2809 -2.4133 -0.5646
H -2.76564 1.22078 -0.40667 0.6333 1.3341 0.2463
H -2.84600 -1.12140 1.18015 0.7663 -0.2125 -0.4266
H -1.28157 -0.86535 2.17517 -0.7757 -0.8315 -0.8654
H -1.98198 0.47542 1.50059 -0.2742 -1.7738 -0.9177
```
Positions in Å, forces in eV/Å.

Properties
Largest force on an atom = 0.1091 Eh/bohr
Charge = +1
E_HOMO = -14.06 eV
Gap between HOMO and LUMO = 7.67 eV
E_tot = -18153.234 eV

***

# 8
Molecular formula: C10H10O2
Method: DFT, ωB97M-V/def2-TZVPD

```
22
Properties=species:S:1:pos:R:3:forces:R:3
C 3.62614 -0.31901 -1.54194 1.1734 -0.6241 0.2871
C 4.68855 -1.05763 -1.65351 -0.9046 0.6458 0.0290
C -1.13872 1.53384 -1.35321 0.4668 -1.7768 -0.9704
C 1.23414 0.68839 -0.98129 2.1119 0.3199 1.6457
C -1.57133 0.79399 -0.05090 0.9061 2.6116 -0.6043
C 0.84522 0.53314 0.49383 -0.4430 -1.5535 -0.4417
C 2.59185 0.37105 -1.21362 -5.0915 1.2587 -0.9485
C -0.59102 -0.16556 0.51436 2.4207 -1.4436 0.7564
C -0.47301 -1.49625 -0.24306 1.0293 0.1454 -2.0878
C -1.04866 -0.44034 1.97590 -2.1220 -1.1547 -2.7641
O -1.80498 2.05112 -2.19910 0.6429 -0.2485 1.5933
O 0.25556 1.32933 -1.74603 1.1749 -0.3096 0.1054
H -1.47314 1.54622 0.74215 -0.9410 0.5846 -0.3495
H -2.59873 0.47483 -0.14275 -0.1681 -0.1621 -0.0773
H 1.65639 -0.04649 1.01679 -1.0528 0.2811 -0.4254
H 0.73464 1.45925 1.03817 0.2080 0.6842 -0.1445
H 0.47786 -1.99322 0.02712 -0.7570 -0.1748 0.3577
H -0.30526 -1.38916 -1.38754 -0.5294 0.3050 1.7244
H -1.35365 -2.12799 -0.15027 0.0954 -0.1563 0.3146
H -1.01650 0.34766 2.66900 -0.0896 1.3764 0.5908
H -0.63875 -1.28916 2.42414 1.3239 -1.3250 0.5106
H -2.09659 -0.80401 1.76174 0.5457 0.7164 0.8987
```
Positions in Å, forces in eV/Å.

Properties
Largest force on an atom = 0.1036 Eh/bohr
E_HOMO = -8.72 eV
Gap between HOMO and LUMO = 7.14 eV
E_tot = -14620.187 eV

***

# 9
Molecular formula: C10H10O2S
Method: DFT, ωB97M-V/def2-TZVPD

```
23
Properties=species:S:1:pos:R:3:forces:R:3
C -2.08347 0.25497 -0.75567 -0.5118 -0.3175 1.0845
C -1.80301 -0.56169 0.41975 0.5398 -1.0796 -0.9434
C -1.16105 0.77530 -1.53571 2.5903 -0.3686 1.0415
C -0.54968 -1.12877 0.45229 -1.0506 0.4030 1.5068
C 0.31078 0.61432 -1.20374 -1.1150 -0.0728 0.3401
C 0.60947 -0.58452 -0.28514 -1.2784 -0.7073 0.9200
C 1.96404 -1.34925 -0.38793 -0.9726 3.5621 0.9372
C 0.88872 1.17557 0.04938 2.5301 -5.5693 -0.9928
C 2.38247 -2.61508 -0.26900 -2.5364 1.1865 -0.3937
C 0.31873 2.04579 1.07634 1.7423 3.6677 -3.7667
O 3.27636 0.52244 1.19288 0.1260 -0.1444 0.9163
O 3.42014 1.03421 -1.17859 -0.1217 -0.0149 -0.8338
S 2.67746 0.46323 -0.09975 -0.2058 -0.0610 0.6157
H -3.10375 0.29567 -1.03260 -0.9690 0.4253 -0.2841
H -2.69627 -0.90926 1.01356 1.4525 0.2630 -0.5133
H -1.34576 1.29521 -2.41302 -0.6579 0.7436 -1.5545
H -0.42514 -1.90930 1.23121 0.4761 0.4471 -0.7548
H 1.00741 0.75002 -1.99321 0.1503 -0.0455 -1.1192
H 3.35425 -3.00416 -0.24742 1.3998 0.1063 0.0574
H 1.59100 -3.38022 -0.24866 0.2705 0.3538 -0.0049
H -0.54496 2.48612 0.50052 0.1391 -0.4921 1.5579
H 1.09966 2.94685 0.94876 -1.5272 -1.5043 0.7671
H 0.27595 1.81701 2.09137 -0.4705 -0.7812 1.4165
```
Positions in Å, forces in eV/Å.

Properties
Largest force on an atom = 0.1205 Eh/bohr
E_HOMO = -8.40 eV
Gap between HOMO and LUMO = 8.63 eV
E_tot = -25456.594 eV

***

Question: Among the records above, which one has the highest E_tot?
Answer: number 1

***

Question: The lowest gap between HOMO and LUMO belongs to which entry?
Answer: C10H10O2

***

Question: Which of these has the lowest E_HOMO?
Answer: C10H10NO3